Computed, not measured: a single C26H37NO3 molecule, with ωB97M-V/def2-TZVPD.

```
67
Properties=species:S:1:pos:R:3:forces:R:3:lowdin_charge:R:1
C -3.162406 1.941059 2.775543 0.035 -0.175 -0.097 -0.05
C -3.324163 0.470304 2.397638 0.044 0.038 0.143 -0.32
C -4.082926 -0.297158 3.483163 0.069 0.018 -0.163 -0.05
C -1.953965 -0.161234 2.253196 -0.198 0.452 0.327 -0.47
O -1.064292 -0.068645 3.055225 -0.080 -0.056 -0.025 0.12
O -1.862193 -0.844637 1.101137 0.105 -0.420 -0.547 0.07
C -0.672931 -1.522477 0.819867 0.509 -0.143 -0.039 -0.18
C -0.204675 -2.496889 1.687432 -0.164 0.015 -0.009 0.02
C 0.960665 -3.178418 1.392156 -0.089 0.088 -0.062 -0.01
C 1.665982 -2.888075 0.232863 0.183 -0.022 -0.080 -0.19
C 2.909578 -3.654712 -0.141553 0.066 0.279 0.087 -0.22
O 2.642007 -4.660797 -1.096953 -0.069 -0.299 -0.303 -0.05
C 1.179207 -1.912392 -0.625775 0.040 -0.115 0.289 0.03
C 0.013526 -1.212257 -0.351972 -0.458 0.060 0.354 -0.11
C -0.472819 -0.133278 -1.292924 0.085 0.152 -0.072 -0.22
C 0.401325 1.118809 -1.147579 -0.381 -0.050 0.262 -0.12
C 0.182520 1.796399 0.212724 0.257 -0.048 -0.330 -0.17
N 1.172096 2.820479 0.445825 -0.112 -0.024 -0.069 -0.14
C 0.901449 4.103626 -0.175214 0.161 0.247 0.000 -0.41
C 0.108426 5.094625 0.690017 0.030 -0.285 -0.251 -0.05
C 2.200618 4.749050 -0.666981 -0.314 -0.125 -0.055 -0.05
C 1.853833 2.796357 1.728455 0.136 -0.160 0.151 -0.40
C 0.944154 2.714712 2.964184 0.143 0.121 -0.250 -0.04
C 2.860293 1.640253 1.746765 -0.049 0.362 0.036 -0.04
C -0.521045 -0.703642 -2.692430 -0.141 0.070 -0.054 -0.19
C -1.559184 -1.573092 -3.012303 0.017 0.020 -0.063 -0.03
C -1.637224 -2.158375 -4.261803 -0.085 -0.055 0.025 -0.08
C -0.672709 -1.883677 -5.217107 0.052 -0.019 -0.104 -0.10
C 0.365076 -1.022774 -4.909340 0.051 -0.053 -0.129 -0.08
C 0.442938 -0.438729 -3.655508 -0.042 0.062 0.090 -0.05
H -4.134178 2.390490 2.963958 -0.087 0.047 0.007 0.08
H -2.673007 2.491394 1.974990 0.056 0.127 -0.045 0.07
H -2.552804 2.024424 3.672000 0.038 0.045 0.082 0.09
H -3.850872 0.375696 1.444016 0.079 -0.003 0.083 0.14
H -3.531351 -0.254404 4.419523 0.024 0.001 0.098 0.09
H -5.065006 0.144399 3.633986 -0.087 0.017 0.020 0.08
H -4.211006 -1.339756 3.199871 -0.054 -0.113 0.036 0.08
H -0.753905 -2.712365 2.590930 -0.036 -0.004 0.077 0.13
H 1.322554 -3.939172 2.066372 0.043 -0.098 0.083 0.12
H 3.318126 -4.177534 0.725389 -0.002 0.124 -0.033 0.12
H 3.672469 -2.960838 -0.526908 -0.068 -0.083 0.131 0.12
H 2.186863 -4.259444 -1.846048 0.006 -0.031 0.054 0.09
H 1.720553 -1.680734 -1.532822 0.088 0.031 -0.131 0.13
H -1.496002 0.133035 -1.004820 0.102 -0.038 -0.068 0.15
H 1.457077 0.855733 -1.220087 0.065 0.021 -0.045 0.12
H 0.163394 1.816905 -1.952169 0.070 0.037 -0.067 0.12
H -0.846432 2.190758 0.260667 -0.030 -0.064 0.071 0.13
H 0.282925 1.040970 0.990180 -0.091 -0.044 0.074 0.10
H 0.295399 3.881283 -1.060659 0.037 0.016 0.045 0.13
H 0.691185 5.413577 1.550244 0.066 0.047 0.133 0.07
H -0.145343 5.974250 0.102835 -0.039 0.137 -0.015 0.08
H -0.815875 4.640208 1.040963 -0.124 -0.004 0.084 0.06
H 1.975026 5.601489 -1.302961 0.034 0.164 -0.048 0.07
H 2.776866 4.026377 -1.238117 0.076 -0.055 -0.074 0.08
H 2.809110 5.096710 0.163568 0.099 0.069 0.107 0.07
H 2.421772 3.729263 1.790208 -0.013 -0.035 -0.001 0.13
H 0.180192 3.486782 2.939699 -0.107 0.101 0.040 0.06
H 0.454582 1.747349 3.038083 -0.040 -0.090 0.021 0.05
H 1.543380 2.854919 3.860989 0.036 0.001 0.150 0.08
H 3.506881 1.697628 0.874946 0.082 -0.007 -0.083 0.08
H 2.350114 0.680045 1.737555 -0.087 -0.174 0.007 0.07
H 3.473241 1.691818 2.643027 0.087 -0.089 0.148 0.08
H -2.311861 -1.791527 -2.267723 -0.086 -0.025 0.098 0.12
H -2.451740 -2.829472 -4.492096 -0.069 -0.052 -0.019 0.10
H -0.730832 -2.337873 -6.195123 -0.004 -0.032 -0.079 0.10
H 1.121925 -0.803124 -5.648564 0.056 0.017 -0.058 0.10
H 1.261364 0.230294 -3.438126 0.080 0.102 0.052 0.11
```
Forces are in eV/Å.

The SMILES is CC(C)C(=O)Oc1ccc(CO)cc1[C@@H](CCN(C(C)C)C(C)C)c1ccccc1. For the total energy, the calculation gives -35195.8037 eV. The calculation puts the lowest unoccupied orbital energy at 0.71 eV. Its net charge is 0. As for the relative energy (zero: lowest compared OMol25 entry of this formula, charge and spin): 0.2 kcal per mole. Its orbital gap is 8.6 eV. The calculation puts the HOMO energy at -7.868 eV.